Here is a structure of composition C28H32AuN2OPS2Si2 from the OMol25 dataset. Energies are from ωB97M-V with the def2-TZVPD basis set.

Element x y z (Å)
H: 2.96 1.21 -3.69
C: 4.24 1.20 -5.41
H: 0.37 0.23 -3.59
N: -1.73 2.93 6.07
C: 4.96 0.61 -3.19
C: 3.95 1.02 -4.06
H: 4.10 -2.09 -2.70
H: -0.14 -3.47 3.15
C: 1.46 1.77 2.32
H: 0.56 -5.10 1.05
H: 5.75 1.10 -6.93
C: -0.50 -2.97 -1.39
H: 2.57 -3.29 1.92
H: -0.06 -6.76 -0.65
H: 7.53 0.36 -5.38
C: -0.41 -2.49 2.75
H: 2.72 2.62 3.82
S: 5.41 1.83 -0.30
C: -2.46 -0.87 -2.35
S: 2.73 0.63 -0.93
H: 2.25 1.62 1.60
H: -1.25 -3.63 -3.30
H: 0.07 -1.44 -4.13
C: 5.52 0.96 -5.88
C: -0.18 -5.71 -0.86
H: 1.45 -1.08 -3.07
H: -2.64 0.18 -2.59
P: 4.65 0.41 -1.44
Si: 0.51 -2.13 1.15
C: 5.95 -3.87 -0.49
O: -2.88 1.66 4.60
H: -0.17 -1.74 3.50
H: 0.86 2.89 5.43
C: 0.66 2.48 4.45
C: -1.85 2.20 4.93
C: 1.71 2.33 3.56
C: 0.41 -0.82 -3.29
C: 5.11 -3.61 -1.57
H: -1.49 -2.47 2.59
H: 4.73 -4.42 -2.17
C: 6.25 0.37 -3.67
H: 7.02 0.04 -2.99
H: -2.58 3.07 6.60
C: 6.53 0.55 -5.01
C: -0.85 -3.94 -2.34
C: 6.43 -2.83 0.30
C: 0.01 -3.39 -0.15
H: 2.68 -1.55 2.21
C: 4.75 -2.30 -1.86
C: 0.16 -4.76 0.09
C: -0.78 1.53 2.81
H: 6.43 -0.70 0.62
H: 2.92 -2.18 0.58
C: 5.23 -1.25 -1.07
Au: -0.10 0.03 0.14
C: -0.61 2.09 4.07
H: -1.76 1.21 2.49
C: 6.07 -1.52 0.01
N: 0.23 1.38 1.95
H: 3.46 1.51 -6.09
H: -3.17 -1.17 -1.57
C: -0.69 -5.29 -2.08
C: 2.34 -2.31 1.50
H: -0.97 -6.02 -2.83
H: 6.23 -4.89 -0.26
H: -2.67 -1.46 -3.25
Si: -0.70 -1.13 -1.80
H: -0.96 3.54 6.25
H: 7.08 -3.04 1.13

Calculated values
Kohn-Sham gap (alpha / beta): 5.28 / 6.21 eV
Largest force on an atom: 0.35 eV Å⁻¹
Total charge: 0
Spin multiplicity: 3
Energy above the lowest of the compared OMol25 structures with the same formula, charge and spin: 0.151 eV